# C4H8O2S

The molecule C4H8O2S at a distorted geometry (ωB97M-V/def2-TZVPD, OMol25).

Calculated values
ΔE to the lowest compared entry with this formula, charge and spin: 41.1 kcal per mole
SMILES: CC(=O)[C@@](C)(O)S
HOMO-LUMO gap: 9.8 eV
Calculated total energy: -705.83010 Eh
LUMO energy: 0.63 eV

Atoms and positions in Å:
C (-1.4318, -0.9554, -0.8822)
C (-0.4403, -0.8795, 0.1897)
O (-0.3540, -1.7230, 1.0434)
C (0.7565, 0.2829, 0.4118)
C (0.2091, 1.6006, 0.8512)
O (1.7299, -0.2763, 1.2420)
S (1.3836, 0.7360, -1.4231)
H (-1.8919, 0.0384, -1.1004)
H (-1.1598, -1.3137, -1.9918)
H (-2.3153, -1.6377, -0.6400)
H (0.8871, 2.2178, 1.4544)
H (-0.0289, 2.2975, 0.0645)
H (-0.6719, 1.2854, 1.4060)
H (1.5902, -1.2249, 1.3279)
H (1.7374, -0.4480, -1.9534)

Forces on the atoms, in the same order (eV/Å):
-2.745 -0.135 -3.433
2.785 0.659 1.258
-0.450 -0.690 0.017
0.152 -1.936 -2.926
-0.069 0.288 1.058
-0.594 1.441 -0.590
-0.131 -0.310 1.040
0.488 -0.472 0.282
0.304 0.759 2.701
1.433 0.794 0.213
0.032 -0.768 0.289
-0.533 -0.280 -0.601
-0.238 0.910 0.425
-0.400 -0.172 -0.065
-0.034 -0.088 0.333